A molecular structure, C4H7Br at a distorted geometry, computed with the ωB97M-V functional and the def2-TZVPD basis.

As for the spin multiplicity: 3. Its energy relative to the best compared isomer or geometry (same formula, charge and spin) is 29.44 kcal per mole. As for the HOMO energy (alpha / beta): -5.101 / -10.110 eV. Its expectation value of S² is 2.006.

Cartesian coordinates (Å):
C (0.799, -0.493, -0.826)
C (0.029, 1.242, -0.286)
C (0.080, -0.918, 0.518)
C (-0.783, 0.350, 0.695)
Br (-2.545, -0.044, -0.018)
H (0.442, -0.815, -1.763)
H (1.824, -0.380, -0.674)
H (0.966, 1.530, 0.226)
H (-0.427, 1.559, -1.211)
H (-0.371, -1.879, 0.333)
H (0.787, -1.013, 1.325)
H (-0.801, 0.860, 1.679)